1.
C14H23BNO3S2 | wB97M-V/def2-TZVPD

Last column: Löwdin charge in e.
Geometry (Å):
1 C -5.1633 0.8136 -0.2268  -0.018
2 C -4.0809 -0.0861 -0.5731  -0.337
3 C -4.0694 -1.3386 -1.1100  -0.014
4 C -2.7062 -1.7488 -1.1596  -0.008
5 C -1.9395 -0.7227 -0.6279  -0.092
6 B -0.4666 -0.6546 0.0730  -0.860
7 O 0.0027 0.6397 -0.3976  -0.073
8 C -0.1504 1.6966 0.6055  -0.089
9 C -0.3966 1.0268 1.9501  -0.038
10 N -0.4281 -0.4608 1.6860  -0.124
11 C -1.5026 -1.1537 2.4355  0.033
12 C 0.8740 -1.1498 2.0223  -0.098
13 C 0.9823 -2.2750 0.9927  -0.122
14 O 0.2544 -1.8613 -0.1868  0.021
15 O -2.7986 0.3078 -0.3026  0.035
16 H -6.1148 0.3371 -0.4636  0.093
17 H -5.1702 1.0569 0.8421  0.089
18 H -5.1081 1.7466 -0.7974  0.094
19 H -4.9218 -1.9204 -1.4316  0.117
20 H -2.3255 -2.7106 -1.4771  0.115
21 H 0.7810 2.2826 0.5909  0.105
22 H -1.0048 2.3209 0.2994  0.149
23 H 0.3994 1.2596 2.6713  0.145
24 H -1.3695 1.3283 2.3544  0.142
25 H -1.1831 -1.2663 3.4808  0.113
26 H -2.4220 -0.5610 2.4084  0.113
27 H -1.6834 -2.1464 1.9988  0.128
28 H 1.7155 -0.4441 1.9103  0.064
29 H 0.8345 -1.5376 3.0488  0.140
30 H 2.0321 -2.4663 0.7063  0.133
31 H 0.5289 -3.1994 1.3937  0.136
32 C 4.4421 1.7160 -1.8859  -0.292
33 C 3.5534 1.2269 -3.0163  -0.424
34 S 1.7786 1.3300 -2.6177  0.966
35 C 1.6891 0.2033 -1.3475  -0.631
36 S 2.6616 0.6232 0.0024  1.003
37 C 4.3268 0.8594 -0.6405  -0.425
38 H 5.4850 1.6875 -2.2169  0.128
39 H 4.1925 2.7522 -1.6481  0.120
40 H 3.6593 1.8888 -3.8807  0.092
41 H 3.7991 0.2001 -3.3088  0.097
42 H 1.4141 -0.8221 -1.5577  0.088
43 H 4.7599 -0.1360 -0.7864  0.094
44 H 4.8393 1.3577 0.1881  0.093

As for the HOMO-LUMO gap: 5.87 eV. The value obtained for the total energy is -44863.84442 eV. The strongest force on any atom is 3.60 eV Å⁻¹. The value obtained for the highest occupied orbital energy is -10.43 eV. Its energy above the lowest of the compared OMol25 structures with the same formula, charge and spin is 46.7 kJ/mol. Its charge is +1.



2.
CH6N4OS2 | wB97M-V/def2-TZVPD

Last column: Löwdin charge in e.
Geometry (Å):
1 C 1.0534 0.9730 -1.3865  -0.955
2 N -2.3710 0.4573 0.4040  -0.237
3 N 2.0037 0.5922 -0.4542  0.059
4 N -0.5443 -1.5790 0.2785  -0.170
5 N -0.2232 0.5962 -1.0611  -0.159
6 O 0.0669 0.5774 1.7790  -0.454
7 S 1.4844 1.6470 -2.8613  0.776
8 S -0.8520 0.0562 0.4325  0.765
9 H -2.5266 1.0622 1.1820  -0.014
10 H 1.7485 0.4414 0.5066  0.047
11 H 2.8662 0.9727 -0.6000  0.032
12 H -0.5632 -1.9845 1.3003  0.119
13 H -0.8166 -2.1906 -0.5923  0.135
14 H -0.9136 0.9352 -1.6435  0.056

As for the HOMO-LUMO gap (spin up / spin down): 5.68 / 6.64 eV. As for the spin multiplicity: 3. The value obtained for the total energy is -30805.97196 eV. The strongest force on any atom is 6.83 eV Å⁻¹. The value obtained for the highest occupied orbital energy (spin up / spin down) is -5.27 / -9.64 eV.



3.
C44H37CrN4O2P2 | wB97M-V/def2-TZVPD

Last column: Löwdin charge in e.
Geometry (Å):
1 Cr 0.1021 0.0062 0.0104  0.499
2 O 3.9513 -0.1245 -1.4119  0.133
3 C 2.7733 -0.0799 -1.1801  -0.421
4 N 2.0951 -0.0693 0.0256  0.010
5 C 2.7517 -0.1060 1.2429  -0.421
6 O 3.9253 -0.1475 1.4919  0.134
7 C 1.7473 -0.0545 2.3937  -0.164
8 C 2.1922 -0.0533 3.6944  0.028
9 C 1.2644 0.0381 4.7174  -0.016
10 C -0.0782 0.1307 4.3986  -0.026
11 C -0.4430 0.1186 3.0666  -0.142
12 N 0.4471 0.0155 2.0718  0.001
13 C 1.7872 -0.0460 -2.3465  -0.167
14 C 2.2500 -0.0548 -3.6420  0.029
15 C 1.3313 -0.0311 -4.6785  -0.015
16 C -0.0184 -0.0086 -4.3781  -0.029
17 C -0.4003 -0.0045 -3.0513  -0.151
18 N 0.4813 -0.0121 -2.0445  -0.006
19 H 3.2612 -0.1184 3.8639  0.134
20 H 1.5856 0.0480 5.7523  0.122
21 H -0.8444 0.2197 5.1615  0.122
22 H -1.4808 0.1975 2.7855  0.092
23 H 3.3228 -0.0833 -3.7969  0.133
24 H 1.6649 -0.0357 -5.7107  0.123
25 H -0.7777 0.0012 -5.1532  0.123
26 H -1.4457 -0.0007 -2.7826  0.096
27 C -3.3668 1.0764 -0.6194  -0.319
28 N -4.0170 0.0393 0.1643  -0.186
29 C -3.3411 -1.1277 0.7263  -0.306
30 P -1.8135 -1.7495 -0.0999  1.045
31 C -2.3899 -2.2570 -1.7401  -0.401
32 C -1.4367 -2.6898 -2.6632  -0.127
33 C -1.8212 -3.0985 -3.9320  -0.067
34 C -3.1640 -3.0528 -4.2974  -0.063
35 C -4.1160 -2.6051 -3.3910  -0.054
36 C -3.7312 -2.2091 -2.1119  -0.070
37 C -1.6502 -3.3563 0.7738  -0.340
38 C -2.1447 -4.5418 0.2284  -0.071
39 C -2.0343 -5.7386 0.9275  -0.063
40 C -1.4352 -5.7676 2.1790  -0.069
41 C -0.9378 -4.5955 2.7304  -0.068
42 C -1.0381 -3.4013 2.0279  -0.091
43 C -5.4332 -0.0157 0.0906  -0.279
44 C -6.1117 0.4200 -1.0481  -0.036
45 C -7.5024 0.3756 -1.0924  -0.072
46 C -8.2266 -0.1195 -0.0169  -0.086
47 C -7.5508 -0.5642 1.1138  -0.072
48 C -6.1647 -0.5043 1.1749  -0.030
49 P -1.7940 1.7731 0.0539  1.045
50 C -1.6621 3.2985 -0.9530  -0.346
51 C -0.7520 3.3893 -2.0059  -0.088
52 C -0.6718 4.5452 -2.7768  -0.067
53 C -1.4951 5.6250 -2.4945  -0.067
54 C -2.3955 5.5508 -1.4377  -0.063
55 C -2.4775 4.3977 -0.6711  -0.078
56 C -2.2556 2.4504 1.6758  -0.398
57 C -3.5428 2.3897 2.2042  -0.075
58 C -3.8068 2.9348 3.4602  -0.059
59 C -2.7933 3.5462 4.1849  -0.068
60 C -1.5067 3.6176 3.6573  -0.066
61 C -1.2390 3.0634 2.4141  -0.113
62 H -4.0549 1.9120 -0.6968  0.096
63 H -3.1335 0.7810 -1.6500  0.081
64 H -4.0359 -1.9598 0.7416  0.098
65 H -3.0303 -0.9860 1.7665  0.081
66 H -0.3881 -2.7211 -2.3833  0.116
67 H -1.0746 -3.4480 -4.6372  0.115
68 H -3.4670 -3.3714 -5.2889  0.111
69 H -5.1640 -2.5670 -3.6729  0.113
70 H -4.4901 -1.8724 -1.4121  0.095
71 H -2.6224 -4.5417 -0.7433  0.103
72 H -2.4208 -6.6519 0.4883  0.112
73 H -1.3518 -6.7031 2.7216  0.112
74 H -0.4584 -4.6106 3.7038  0.111
75 H -0.6209 -2.5071 2.4625  0.079
76 H -5.5567 0.7941 -1.9042  0.111
77 H -8.0181 0.7177 -1.9838  0.109
78 H -9.3083 -0.1561 -0.0570  0.106
79 H -8.1063 -0.9455 1.9642  0.109
80 H -5.6436 -0.8356 2.0700  0.115
81 H -0.0749 2.5730 -2.2144  0.081
82 H 0.0450 4.6026 -3.5891  0.111
83 H -1.4286 6.5300 -3.0887  0.112
84 H -3.0324 6.3974 -1.2038  0.112
85 H -3.1814 4.3588 0.1542  0.108
86 H -4.3474 1.9201 1.6493  0.097
87 H -4.8129 2.8881 3.8640  0.112
88 H -3.0048 3.9730 5.1599  0.111
89 H -0.7132 4.1031 4.2163  0.113
90 H -0.2341 3.1194 2.0061  0.115

As for the HOMO-LUMO gap (spin up / spin down): 7.54 / 7.73 eV. As for the spin multiplicity: 5. The value obtained for the total energy is -103280.93990 eV. The strongest force on any atom is 0.61 eV Å⁻¹. The value obtained for the highest occupied orbital energy (spin up / spin down) is -10.16 / -10.54 eV. Its energy above the lowest of the compared OMol25 structures with the same formula, charge and spin is 0.0 kJ/mol. Its charge is +1.



4.
C5H22NO8 | wB97M-V/def2-TZVPD

Last column: Löwdin charge in e.
Geometry (Å):
1 C -0.4574 -0.8306 3.2197  0.002
2 C -0.3409 0.1371 2.0767  -0.495
3 N -0.4887 -0.2902 0.8151  -0.069
4 C -0.5024 0.7541 -0.2295  -0.010
5 C -0.2807 -1.6769 0.4015  -0.150
6 C 1.1989 -1.9048 0.0627  -0.367
7 O 1.6187 -1.1139 -0.9747  -0.309
8 O -0.1366 1.3333 2.3271  -0.011
9 H -1.4966 -0.9148 3.5557  0.089
10 H -0.0662 -1.8333 3.0338  0.069
11 H 0.0613 -0.4298 4.0873  0.081
12 H -1.0987 1.5597 0.2022  0.080
13 H -0.9407 0.2991 -1.1097  0.086
14 H 0.4800 1.1604 -0.4140  0.081
15 H -0.6019 -2.3294 1.1946  0.094
16 H -0.9025 -1.8962 -0.4706  0.101
17 H 1.3870 -2.9984 -0.0377  0.101
18 H 1.7664 -1.6551 0.9926  0.108
19 H -1.4005 -1.7069 -2.7508  -0.012
20 H -2.1474 -3.0092 -2.8548  0.046
21 O -2.3018 -2.0806 -2.6406  -0.088
22 H 2.6223 1.9859 0.9424  0.020
23 H 1.3952 2.1455 1.8250  -0.016
24 O 2.2206 2.6054 1.5661  -0.082
25 H 3.2536 1.2277 -1.5651  0.007
26 H 3.0747 -0.2982 -1.1932  -0.016
27 O 3.7348 0.4379 -1.2989  -0.122
28 H -3.3958 -0.4874 -0.3769  0.009
29 H -3.7813 -1.1962 -1.6737  -0.004
30 O -4.1208 -0.5765 -1.0038  -0.084
31 H 0.6910 -1.4099 -2.1674  -0.004
32 H 0.9333 -0.9021 -3.6047  0.041
33 O 0.2487 -1.3361 -3.0873  -0.128
34 H -0.1604 4.5755 1.2663  0.039
35 H -0.0913 3.2828 0.4213  -0.017
36 O -0.4968 4.1563 0.4610  -0.071

As for the HOMO-LUMO gap: 8.30 eV. The value obtained for the total energy is -23414.66471 eV. The strongest force on any atom is 1.26 eV Å⁻¹. The value obtained for the highest occupied orbital energy is -5.19 eV. Its energy above the lowest of the compared OMol25 structures with the same formula, charge and spin is 228.6 kJ/mol. Its charge is -1.



5.
CHF4N2O | wB97M-V/def2-TZVPD

Last column: Löwdin charge in e.
Geometry (Å):
1 O 0.5737 -1.0593 1.7619  0.306
2 N 1.0479 -0.8086 0.7281  0.082
3 N 0.3934 0.4476 -0.0712  0.174
4 F 0.7887 0.3321 -1.3271  0.054
5 C 2.4172 -1.2240 0.1121  -0.732
6 F 3.0471 -0.1202 -0.0514  0.280
7 F 2.1740 -1.7326 -0.9893  0.326
8 F 3.0501 -2.0045 0.9026  0.307
9 H -0.5783 0.7574 0.1478  0.202

As for the HOMO-LUMO gap (spin up / spin down): 8.78 / 8.78 eV. The value obtained for the total energy is -16935.75013 eV. The strongest force on any atom is 6.14 eV Å⁻¹. The value obtained for the highest occupied orbital energy (spin up / spin down) is -17.10 / -17.10 eV. Its energy above the lowest of the compared OMol25 structures with the same formula, charge and spin is 372.7 kJ/mol. As for the structure (SMILES): O=[N+](NF)C(F)(F)F. Its charge is +1.



6.
C7H11BO2 | wB97M-V/def2-TZVPD

Last column: Löwdin charge in e.
Geometry (Å):
1 C -2.0489 0.2535 -0.0321  -0.056
2 C -0.6219 0.1672 -0.3523  -0.251
3 C 0.3755 0.3719 0.5081  -0.049
4 B 0.0174 0.6956 2.0281  -0.585
5 O 0.8607 1.3388 2.8777  0.158
6 O -1.0809 0.0076 2.5553  0.121
7 C 1.7261 0.2819 -0.0574  -0.077
8 C 1.9931 -0.3190 -1.2005  -0.143
9 C 0.9424 -0.9948 -1.9310  -0.224
10 C -0.4097 -0.3545 -1.7605  -0.134
11 H -2.1797 1.3034 0.1334  0.088
12 H -2.3179 -0.3837 0.8087  0.087
13 H -2.7296 0.0236 -0.8937  0.098
14 H 0.6345 1.2261 3.8515  0.138
15 H -1.2329 -0.0301 3.5079  0.105
16 H 2.5579 0.7684 0.3684  0.092
17 H 3.1217 -0.6840 -1.4835  0.160
18 H 1.2469 -1.0993 -2.9668  0.104
19 H 1.0201 -2.0658 -1.6186  0.135
20 H -1.2395 -1.0221 -2.0090  0.115
21 H -0.6354 0.5154 -2.3337  0.120

As for the HOMO-LUMO gap: 8.12 eV. The value obtained for the total energy is -12209.80062 eV. The strongest force on any atom is 3.70 eV Å⁻¹. The value obtained for the highest occupied orbital energy is -7.83 eV. Its energy above the lowest of the compared OMol25 structures with the same formula, charge and spin is 0.0 kJ/mol. As for the structure (SMILES): CC1=C(B(O)O)C=CCC1.



7.
C5H11NO2 | wB97M-V/def2-TZVPD

Last column: Löwdin charge in e.
Geometry (Å):
1 O 0.3874 -2.0174 2.3778  0.048
2 C 0.3886 -0.8480 2.6827  -0.269
3 C 0.9063 0.2036 1.7485  -0.185
4 C -0.1386 0.9877 0.9684  -0.208
5 C -0.7250 0.2636 -0.2255  -0.269
6 N -0.0167 0.5972 -1.4045  -0.067
7 C -0.3486 0.0102 -2.7148  -0.236
8 O -0.8925 -1.3005 -2.4740  -0.092
9 H 0.2978 -0.5818 3.7461  0.119
10 H 1.4268 0.9529 2.3967  0.125
11 H 1.6185 -0.2796 1.0789  0.117
12 H 0.1822 2.0122 0.6881  0.121
13 H -0.8703 1.2134 1.7676  0.115
14 H -1.7858 0.6000 -0.2970  0.129
15 H -0.8060 -0.8594 -0.0499  0.130
16 H 0.9890 0.6482 -1.3362  0.104
17 H 0.6070 -0.2228 -3.2507  0.126
18 H -1.0571 0.5419 -3.3384  0.109
19 H -0.1630 -1.9213 -2.3638  0.084

As for the HOMO-LUMO gap: 9.56 eV. The value obtained for the total energy is -10946.93211 eV. The strongest force on any atom is 3.03 eV Å⁻¹. The value obtained for the highest occupied orbital energy is -8.81 eV. Its energy above the lowest of the compared OMol25 structures with the same formula, charge and spin is 225.3 kJ/mol. As for the structure (SMILES): O=CCCCNCO.



8.
C15H22N2O4S | wB97M-V/def2-TZVPD

Last column: Löwdin charge in e.
Geometry (Å):
1 C 4.3917 0.2635 1.2840  -0.073
2 C 3.8922 -0.0356 2.6963  -0.248
3 N 2.5683 0.4939 2.9280  -0.282
4 C 2.4105 1.8503 3.4026  -0.258
5 C 2.7389 2.0177 4.8840  -0.072
6 S 1.3048 -0.5431 3.1981  0.672
7 O 1.8026 -1.8898 3.2233  -0.281
8 O 0.5183 -0.0950 4.3139  -0.279
9 C 0.2799 -0.3685 1.7336  -0.260
10 C 0.6390 0.4282 0.6653  -0.046
11 C -0.1847 0.5152 -0.4434  0.013
12 C -1.3776 -0.2048 -0.4774  -0.203
13 N -2.2437 -0.1618 -1.5651  0.150
14 C -2.1314 0.5148 -2.7330  -0.410
15 O -1.2151 1.2352 -3.0622  0.082
16 C -3.3435 0.2815 -3.6568  -0.235
17 C -2.8735 -0.0869 -5.0666  -0.113
18 C -2.8197 -1.6097 -4.9733  -0.144
19 C -4.0230 -1.9023 -4.0793  -0.179
20 O -4.1545 -0.7910 -3.1981  -0.120
21 C -1.7327 -1.0055 0.6105  -0.003
22 C -0.9040 -1.0841 1.7117  -0.053
23 H 3.7400 -0.1984 0.5470  0.070
24 H 4.4225 1.3358 1.1034  0.068
25 H 5.3948 -0.1358 1.1597  0.073
26 H 4.5937 0.3689 3.4332  0.117
27 H 3.8204 -1.1143 2.8423  0.105
28 H 3.0411 2.5049 2.7924  0.120
29 H 1.3650 2.1170 3.2347  0.116
30 H 2.0825 1.3780 5.4667  0.065
31 H 3.7718 1.7459 5.0884  0.067
32 H 2.5862 3.0519 5.1816  0.076
33 H 1.5628 0.9824 0.7003  0.102
34 H 0.0847 1.1343 -1.2831  0.103
35 H -3.0914 -0.7194 -1.4957  0.143
36 H -3.9390 1.2025 -3.6424  0.164
37 H -1.9129 0.3718 -5.2883  0.117
38 H -3.6064 0.2279 -5.8094  0.121
39 H -2.8965 -2.1011 -5.9396  0.114
40 H -1.8965 -1.9243 -4.4846  0.119
41 H -3.9073 -2.8082 -3.4792  0.122
42 H -4.9419 -1.9872 -4.6729  0.123
43 H -2.6590 -1.5611 0.5851  0.116
44 H -1.1575 -1.6937 2.5641  0.120

As for the HOMO-LUMO gap: 9.46 eV. The value obtained for the total energy is -37917.47293 eV. The strongest force on any atom is 1.26 eV Å⁻¹. The value obtained for the highest occupied orbital energy is -8.83 eV. Its energy above the lowest of the compared OMol25 structures with the same formula, charge and spin is 150.7 kJ/mol. As for the structure (SMILES): CCN(CC)S(=O)(=O)c1ccc(NC(=O)[C@H]2CCCO2)cc1.